(1)
Formula: C25H42Br12N2OS
Source: OMol25
Level of theory: the ωB97M-V functional and the def2-TZVPD basis

Structure (ORCA input):
```
! RIJCOSX wB97M-V def2-TZVPD def2/J DEFGRID3
* xyz 0 1
C -0.019 1.791 -2.562
C 0.217 3.273 -1.957
C 1.656 3.506 -1.259
C 2.208 2.259 -0.411
O 3.317 2.729 0.449
C 3.797 1.560 1.170
C 2.915 0.883 2.295
C 3.326 -0.394 3.103
C 2.446 -1.129 4.212
C 2.373 -0.374 5.631
C 2.201 1.220 5.546
C 4.724 -1.023 2.754
C 5.656 -0.410 1.650
N 6.968 -0.935 1.266
S 7.496 0.181 0.054
N 6.195 1.295 -0.091
C 5.182 0.903 0.857
H -0.442 1.129 -1.727
H -0.866 1.898 -3.349
H 0.882 1.348 -3.109
H -0.624 3.493 -1.214
H 0.146 4.032 -2.823
H 2.462 3.866 -1.992
H 1.513 4.372 -0.499
H 1.345 1.863 0.236
H 2.604 1.413 -1.081
H 1.907 1.389 2.512
H 1.379 -1.296 3.803
H 2.959 -2.149 4.409
H 3.247 -0.653 6.310
H 1.420 -0.774 6.159
H 1.138 1.543 5.220
H 3.023 1.760 4.953
H 2.301 1.614 6.635
H 5.088 -1.972 3.274
Br 2.452 2.739 -5.215
C 4.053 1.757 -4.693
C 3.851 0.268 -4.827
Br 2.776 -0.436 -3.360
H 4.302 2.070 -3.679
H 4.832 2.102 -5.376
H 4.806 -0.256 -4.756
H 3.352 -0.019 -5.753
Br -1.954 -1.540 -1.541
C -0.426 -2.748 -1.447
C 0.277 -2.636 -0.116
Br 1.371 -1.025 -0.026
H 0.216 -2.516 -2.296
H -0.847 -3.747 -1.576
H 0.977 -3.463 0.017
H -0.407 -2.605 0.732
Br 0.522 -6.377 -0.870
C -0.800 -7.627 -1.570
C -0.873 -7.560 -3.076
Br -1.852 -5.981 -3.666
H -1.746 -7.397 -1.081
H -0.458 -8.612 -1.246
H -1.437 -8.407 -3.471
H 0.105 -7.526 -3.555
Br -5.002 -3.809 -1.328
C -6.443 -2.515 -1.096
C -5.914 -1.192 -0.600
Br -5.490 -1.269 1.301
H -7.173 -2.969 -0.426
H -6.886 -2.404 -2.088
H -6.676 -0.416 -0.690
H -5.009 -0.867 -1.115
Br -1.003 4.351 6.236
C 0.819 5.027 6.077
C 1.102 5.514 4.677
Br 1.400 4.024 3.458
H 1.485 4.226 6.398
H 0.879 5.852 6.790
H 2.028 6.092 4.652
H 0.294 6.113 4.256
Br -6.801 0.908 -3.668
C -8.746 0.870 -3.798
C -9.390 1.188 -2.471
Br -9.302 -0.337 -1.260
H -9.020 -0.111 -4.187
H -8.996 1.633 -4.538
H -10.455 1.388 -2.600
H -8.927 2.030 -1.957
*
```

- highest occupied orbital energy (eV) = -8.0
- Kohn-Sham gap (eV) = 7.0
- electronic energy (hartree) = -32448.67016
- LUMO level (eV) = -0.9219

---

(2)
Formula: C18H13N2NaO2
Source: OMol25
Level of theory: the ωB97M-V functional and the def2-TZVPD basis

Structure (ORCA input):
```
! RIJCOSX wB97M-V def2-TZVPD def2/J DEFGRID3
* xyz -1 2
N 5.475 -3.561 1.733
C 4.630 -2.750 1.681
C 3.590 -1.765 1.601
C 3.626 -0.801 0.580
C 2.654 0.179 0.521
C 1.626 0.245 1.501
C 0.760 1.400 1.521
C -0.358 1.602 2.297
N -1.254 2.575 1.829
O -2.286 2.949 2.409
O -0.908 3.062 0.672
C 1.533 -0.804 2.451
C 2.527 -1.776 2.516
H 4.437 -0.827 -0.154
H 2.684 0.930 -0.280
H 1.201 2.337 1.104
H -0.567 1.115 3.255
H 0.691 -0.822 3.147
H 2.494 -2.546 3.291
C -3.888 0.464 -1.315
Na 0.541 2.755 -0.920
C -3.387 0.699 -0.006
C -2.022 0.298 0.034
C -1.643 -0.160 -1.268
C -2.802 0.002 -2.135
C -2.689 -0.318 -3.493
C -1.480 -0.831 -3.979
C -0.391 -1.072 -3.115
C -0.468 -0.743 -1.760
H -4.900 0.621 -1.680
H -3.954 1.108 0.823
H -1.399 0.151 0.903
H -3.548 -0.155 -4.149
H -1.383 -1.066 -5.042
H 0.511 -1.540 -3.511
H 0.347 -0.955 -1.063
*
```

- highest occupied orbital energy (spin up / spin down) (eV) = -2.5 / -2.5
- Kohn-Sham gap (spin up / spin down) (eV) = 3.5 / 3.5
- electronic energy (hartree) = -1115.90269
- ΔE to the lowest compared entry with this formula, charge and spin (kJ/mol) = 12.8
- LUMO level (spin up / spin down) (eV) = 1.0709 / 1.0581